Record 1
DFT (ωB97M-V/def2-TZVPD) results for a structure of composition C7H7N.

Each line ends with the Löwdin charge.
Cartesian coordinates (Å):
C 2.368 0.401 1.178  -0.04
C 1.643 -0.677 0.807  -0.18
C 0.357 -0.798 -0.025  -0.34
C -0.230 -2.002 -0.276  0.07
C -0.334 0.405 -0.524  -0.24
C 0.244 1.747 -0.404  0.09
C -1.800 0.475 -0.550  -0.20
H 2.428 1.736 0.928  0.16
H 3.381 -0.175 1.415  0.08
H 2.026 -1.872 0.868  0.15
H 0.542 -2.749 0.178  0.08
H -1.339 -2.165 -0.622  0.12
H -0.525 2.713 0.005  0.16
H 1.153 2.207 -0.255  -0.03
N -3.023 0.429 -0.536  0.13

For the orbital gap, the calculation gives 8.39 eV. Its spin multiplicity is 1. As for the total energy: -325.426124 a.u. Its net charge is 0. Its LUMO energy is -0.0266 Ha. The calculation puts the HOMO energy at -9.12 eV. The molar mass is 105.14 g/mol.



Record 2
DFT (ωB97M-V/def2-TZVPD) results for the ion C7H7N2 with charge +1.

Each line ends with the Löwdin charge.
Cartesian coordinates (Å):
C 0.771 -1.256 -2.055  0.01
C -0.465 -0.802 -1.816  -0.09
C 1.936 -0.839 -1.178  0.04
C -0.823 -0.081 -0.693  -0.02
C 1.342 -0.411 -0.061  0.08
C 0.129 0.135 0.262  -0.20
C -0.870 1.497 2.120  0.06
N 0.265 -0.654 2.337  0.42
N -0.151 0.246 1.738  -0.17
H 1.061 -1.642 -3.030  0.13
H -1.239 -0.783 -2.551  0.12
H 2.958 -1.026 -1.385  0.11
H -1.923 0.201 -0.689  0.16
H -0.885 1.462 3.268  0.13
H -1.942 1.700 1.767  0.15
H -0.163 2.252 1.966  0.09

For the orbital gap (spin up / spin down), the calculation gives 6.15 / 9.00 eV. Its spin multiplicity is 1. As for the total energy: -379.937349 a.u. Its net charge is +1. Its LUMO energy (spin up / spin down) is -0.2564 / -0.1919 Ha. The calculation puts the HOMO energy (spin up / spin down) at -13.13 / -14.22 eV. The molar mass is 119.15 g/mol.



> What is the formula in the first record?

C7H7N



> What is the formula in the second record?

C7H7N2